Entry a
The following is a DFT calculation (the ωB97M-V functional and the def2-TZVPD basis) of an isolated molecule of C5H14NO2P.

Output
**E_LUMO (alpha / beta)**: 0.86 / -2.17 eV
**Kohn-Sham gap (alpha / beta)**: 4.8 / 7.4 eV
**2S+1**: 3
**<S²>**: 2.004

Bonds (Å) are listed after each position.
Geometry (Å):
1 P 2.0512 0.0184 0.1691  O2 1.654, O3 1.630, C6 1.919
2 O 2.0183 -1.3454 1.1038  P1 1.654, H12 0.946
3 O 2.6202 0.8786 1.4306  P1 1.630, H23 0.920
4 N 0.3251 2.0511 0.1605  C6 1.460, H10 1.007, H17 0.996
5 C -0.5102 -0.0301 -1.0957  C6 1.607, C8 1.550, C9 1.541, H18 1.043
6 C 0.2212 0.5949 0.1912  P1 1.919, N4 1.460, C5 1.607, C7 1.544
7 C -0.3406 0.0055 1.5028  C6 1.544, H14 1.108, H15 1.042, H19 1.062
8 C -2.0439 0.1946 -1.1011  C5 1.550, H13 1.108, H21 1.038, H22 1.107
9 C -0.3187 -1.5525 -1.2440  C5 1.541, H11 1.147, H16 1.190, H20 1.162
10 H 0.1715 2.3726 -0.7813  N4 1.007
11 H -0.5649 -1.7386 -2.3488  C9 1.147
12 H 2.3506 -2.0173 0.5267  O2 0.946
13 H -2.5809 0.0958 -2.0655  C8 1.108
14 H 0.2981 0.2330 2.3790  C7 1.108
15 H -0.4391 -1.0278 1.5909  C7 1.042
16 H 0.7841 -1.9427 -1.0270  C9 1.190
17 H -0.3488 2.3786 0.8174  N4 0.996
18 H 0.0320 0.3773 -1.8881  C5 1.043
19 H -1.1732 0.4444 1.9946  C7 1.062
20 H -0.9999 -2.1785 -0.5415  C9 1.162
21 H -2.3799 -0.5326 -0.4404  C8 1.038
22 H -2.2375 1.0893 -0.4792  C8 1.107
23 H 3.0651 1.6314 1.1460  O3 0.920


Entry b
The following is a DFT calculation (the ωB97M-V functional and the def2-TZVPD basis) of a cluster of 2 separate species, C5H14NO2P in total.

Output
**E_LUMO (alpha / beta)**: 0.96 / -2.12 eV
**Kohn-Sham gap (alpha / beta)**: 7.1 / 8.1 eV
**2S+1**: 3
**<S²>**: 2.008

Bonds (Å) are listed after each position.
Geometry (Å):
1 P 2.5219 0.6085 0.1357  O2 1.654, O3 1.472, H20 1.392
2 O 3.0689 1.1925 -1.3123  P1 1.654, H10 0.961
3 O 3.5762 -0.2907 0.6312  P1 1.472
4 N 1.4790 -2.1372 0.3638  C9 1.360, H17 0.995, H23 0.964
5 C -2.2797 -0.0222 -1.2101  C6 1.552, H11 1.156, H15 1.147, H16 1.178
6 C -1.2891 0.4682 -0.1203  C5 1.552, C7 1.496, C8 1.523, H13 1.226
7 C -2.0477 1.3075 0.8580  C6 1.496, H18 1.201, H19 1.161, H22 1.118
8 C -0.5428 -0.6881 0.5319  C6 1.523, C9 1.547, H12 1.089, H21 1.050
9 C 0.6411 -1.2755 -0.2728  N4 1.360, C8 1.547, H14 1.113
10 H 3.9910 0.9334 -1.3894  O2 0.961
11 H -2.9177 0.7570 -1.7770  C5 1.156
12 H -0.2018 -0.2879 1.4857  C8 1.089
13 H -0.4967 1.1944 -0.7099  C6 1.226
14 H 0.7134 -1.0040 -1.3498  C9 1.113
15 H -1.8226 -0.8222 -1.8934  C5 1.147
16 H -3.1274 -0.5181 -0.5592  C5 1.178
17 H 2.4675 -2.0424 0.4233  N4 0.995
18 H -1.3016 1.5909 1.7551  C7 1.201
19 H -2.8219 0.6724 1.4458  C7 1.161
20 H 2.7985 1.8867 0.6128  P1 1.392
21 H -1.2189 -1.4887 0.6020  C8 1.050
22 H -2.3297 2.3331 0.5130  C7 1.118
23 H 1.1402 -2.3677 1.2360  N4 0.964


Quick one: most stable of them? entry b